No. 1
The following is a DFT calculation (ωB97M-V with the def2-TZVPD basis set) of a 3-piece molecular cluster, C22H47NO8S2 overall at a distorted geometry.

```
80
Properties=species:S:1:pos:R:3
S -0.006 -6.793 0.861
S -2.147 6.318 0.682
O -1.981 6.866 1.991
O -1.536 -7.027 1.235
O -2.653 4.988 0.524
O -1.930 -1.619 -4.169
O -3.026 7.303 -0.201
O 0.457 -5.600 1.502
O -2.844 -0.767 -2.314
O 0.701 -8.023 1.038
N 0.843 -3.650 -2.205
C -3.447 0.591 -0.408
C -3.144 0.818 1.092
C 6.629 -1.638 0.097
C -4.893 7.967 1.271
C -1.830 -7.605 2.525
C -0.603 1.160 1.277
C 3.774 0.693 -1.184
C 1.652 1.095 0.140
C 2.598 1.650 -0.918
C -2.079 -1.681 -2.944
C -1.468 -2.829 -2.155
C 6.225 0.810 -0.487
C -0.217 -3.340 -2.830
C -1.998 1.807 1.321
C 0.258 1.689 0.120
C -4.458 7.283 -0.010
C -2.748 -0.653 -0.879
C -1.654 -6.625 3.668
C 5.136 1.381 -1.405
C -0.236 -6.462 -0.848
C -0.642 6.492 -0.212
C 6.744 -0.561 -0.990
H -1.697 -0.621 -0.600
H 0.111 5.922 0.327
H -1.993 -7.078 4.599
H -4.042 1.158 1.590
H 0.746 -3.505 -1.199
H -0.679 0.079 1.173
H -0.054 1.335 2.199
H 7.785 -0.492 -1.285
H 2.081 1.248 1.128
H -5.981 8.020 1.309
H -4.487 8.976 1.323
H 7.059 1.505 -0.450
H -3.155 1.452 -0.998
H -2.833 -0.134 1.517
H -4.548 7.426 2.150
H -2.035 2.622 0.610
H -1.203 -2.579 -1.134
H -2.227 -5.716 3.485
H 6.128 -0.877 -1.826
H -0.371 7.544 -0.236
H 7.008 -1.275 1.046
H 2.049 1.831 -1.840
H -0.258 1.438 -0.807
H 3.871 0.043 -0.317
H 3.012 2.609 -0.616
H 7.149 -2.549 -0.177
H 0.734 -6.190 -1.256
H -3.179 -1.535 -0.409
H -2.869 -7.921 2.456
H -2.210 -3.624 -2.095
H 1.567 0.020 -0.017
H -1.223 -8.500 2.667
H 5.059 2.456 -1.276
H -0.927 -5.631 -0.945
H -2.126 2.253 2.304
H -4.519 0.444 -0.510
H -0.611 -6.338 3.790
H -0.231 -3.443 -3.906
H 5.822 0.669 0.511
H 5.472 1.189 -2.420
H 0.279 2.773 0.216
H -0.620 -7.352 -1.339
H -0.777 6.096 -1.214
H -4.813 6.252 -0.056
H 5.578 -1.881 0.233
H 3.540 0.035 -2.016
H -4.859 7.807 -0.874
```

Values from the calculation:
Structure (SMILES) = [H]/N=C\CC(=O)OCCCCCCCCCCCCC.CCOS(C)(=O)=O.CCOS(C)(=O)=O
2S+1 = 1
HOMO-LUMO gap = 10.6 eV
F_max = 2.74 eV/Å
Calculated total energy = -63115.55127 eV
E_HOMO = -10.206 eV

Results of the Mulliken charge analysis, in e, for atoms 1 through 5: S 1.2464; S 1.1849; O -0.6363; O -0.2735; O -0.5606



No. 2
The following is a DFT calculation (ωB97M-V with the def2-TZVPD basis set) of a 3-piece molecular cluster, C22H48BrN2 overall at a distorted geometry.

```
73
Properties=species:S:1:pos:R:3
Br -3.407 10.206 18.931
N -0.069 14.594 20.493
N -0.371 7.903 15.771
C -2.099 9.344 14.795
C -2.596 15.002 21.320
C 3.278 6.628 15.012
C -1.754 7.228 15.986
C 3.127 17.046 19.833
C -0.694 8.762 14.506
C -2.792 8.258 15.645
C -4.915 15.662 22.279
C -0.506 12.227 20.000
C -1.154 15.581 21.103
C -0.380 14.440 18.995
C -3.408 16.039 22.065
C 1.384 15.232 20.526
C 1.812 16.315 19.531
C 0.660 8.470 19.552
C -0.086 8.738 17.079
C -0.099 13.196 21.069
C 2.197 7.648 15.168
C 0.360 7.782 18.249
C 1.244 7.610 20.663
C -1.142 13.046 18.902
C 0.781 7.006 15.282
H -1.746 6.367 15.318
H -2.107 10.266 15.376
H 0.516 6.580 14.314
H 0.387 11.753 19.592
H -1.247 16.449 20.451
H -1.106 11.388 20.354
H -0.467 7.100 18.447
H 3.207 17.261 20.899
H 1.386 15.789 21.463
H -3.307 16.997 21.556
H 2.833 5.840 14.405
H 0.565 6.759 20.701
H 2.400 8.205 16.083
H -2.538 14.042 21.833
H 1.098 17.138 19.490
H 1.376 8.282 21.511
H -5.569 16.493 22.544
H -2.617 9.516 13.851
H 1.859 15.940 18.509
H 4.146 7.032 14.490
H -0.708 15.826 22.067
H 0.567 14.215 18.505
H -3.486 7.778 14.955
H -1.880 6.983 17.041
H 2.259 7.385 20.336
H -0.894 12.570 17.954
H 1.190 9.400 19.346
H -2.902 16.312 22.991
H -0.902 9.372 17.424
H -4.933 14.905 23.062
H 2.313 8.376 14.365
H -3.237 8.673 16.549
H -3.041 14.896 20.331
H 0.738 9.410 16.836
H -5.314 15.332 21.320
H 1.340 7.385 17.985
H -0.737 13.158 21.953
H 3.880 16.413 19.363
H 0.617 6.274 16.074
H -2.215 13.099 19.084
H -0.742 8.181 13.586
H 0.882 12.995 21.499
H 3.112 18.002 19.311
H -0.750 15.413 18.673
H 3.565 6.123 15.934
H -0.232 8.909 19.997
H -0.077 9.633 14.285
H 2.146 14.459 20.617
```

Values from the calculation:
2S+1 = 1
HOMO-LUMO gap = 7.3 eV
F_max = 2.98 eV/Å
Calculated total energy = -96607.30507 eV
ΔE to the lowest compared entry with this formula, charge and spin = 53.4 kcal/mol
Charge = +1
E_HOMO = -9.305 eV

Results of the Mulliken charge analysis, in e, for atoms 1 through 5: Br -0.7364; N 0.8297; N 0.5418; C -0.5626; C -0.0783



No. 3
The following is a DFT calculation (ωB97M-V with the def2-TZVPD basis set) of a 5-piece molecular cluster, C22H48FN5O9S overall.

```
86
Properties=species:S:1:pos:R:3
S -0.890 1.830 0.078
F 1.255 -1.788 0.239
O -1.954 1.689 -0.862
O -2.797 -0.152 2.907
O 3.262 1.989 -3.240
O 1.071 4.378 4.995
O -0.102 3.026 0.110
O -3.649 -1.520 -0.935
O -2.325 2.483 2.150
O 0.062 0.586 -0.139
O -0.635 -5.570 -3.137
N -2.747 -1.589 -3.025
N 1.970 0.327 3.045
N 0.241 6.124 3.815
N 3.329 1.430 -5.432
N -1.055 -5.970 -0.943
C 2.052 -0.636 0.212
C 3.749 2.111 -4.346
C -3.676 -1.259 2.891
C 2.566 -0.403 -1.201
C -1.977 -2.342 -3.995
C 2.230 0.494 -5.268
C -1.847 -6.652 0.057
C -3.008 -2.086 -1.803
C 1.891 -2.074 3.758
C -2.302 0.128 1.617
C -0.271 1.302 2.641
C -0.002 7.545 3.703
C -1.497 1.424 1.739
C -1.273 -6.126 -2.260
C -0.188 5.227 2.757
C 1.921 -0.600 4.186
C -3.221 -0.256 -3.374
C 3.931 1.604 -6.735
C 0.859 5.573 4.875
C 0.775 0.280 2.198
C 1.217 0.497 0.748
C 0.009 -5.079 -0.526
H -4.310 -0.216 -3.313
H -1.679 -3.301 -3.574
H 1.843 -2.171 2.674
H -3.105 0.260 0.888
H 3.197 1.959 -7.461
H 0.190 2.292 2.714
H -4.525 -1.074 2.224
H -2.817 0.489 -2.689
H -4.034 -1.399 3.909
H -1.072 -1.797 -4.273
H -3.163 -2.168 2.554
H 2.130 0.485 -1.653
H 0.388 8.048 4.586
H -2.093 2.670 3.071
H 2.488 -0.281 -4.545
H 0.666 4.694 2.340
H 0.968 -5.414 -0.920
H 2.026 1.267 3.428
H -0.646 1.009 3.626
H 1.788 1.426 0.657
H 2.864 -0.801 0.921
H -1.221 -7.294 0.680
H -2.360 -5.936 0.703
H 2.824 -0.412 4.769
H -1.667 -0.694 1.265
H 0.493 7.957 2.822
H -1.071 7.753 3.629
H 1.079 -0.377 4.855
H -0.170 -4.071 -0.893
H 2.014 0.033 -6.229
H -0.885 4.491 3.153
H 4.584 2.799 -4.559
H 4.731 2.339 -6.666
H -2.595 -7.271 -0.435
H 4.354 0.665 -7.100
H 1.162 6.308 5.639
H 1.339 1.006 -4.903
H -0.676 5.790 1.966
H 2.305 -1.271 -1.808
H 0.325 -0.713 2.261
H -2.582 -3.096 -1.657
H -2.110 -6.810 -2.481
H 1.025 -2.596 4.167
H -2.901 -0.031 -4.389
H -2.560 -2.533 -4.898
H 3.649 -0.298 -1.209
H 0.050 -5.062 0.561
H 2.787 -2.599 4.089
```

Values from the calculation:
Structure (SMILES) = CCN[C@H]1C[C@](O)(COC)S(=O)(=O)O[C@@H]1[C@H](C)F.CN(C)C=O.CN(C)C=O.CN(C)C=O.CN(C)C=O
2S+1 = 1
HOMO-LUMO gap = 9.5 eV
F_max = 0.36 eV/Å
Calculated total energy = -63022.78247 eV
E_HOMO = -8.894 eV

Results of the Mulliken charge analysis, in e, for atoms 1 through 5: S 1.3953; F -0.3299; O -0.7377; O -0.3538; O -0.5177